64
Properties=species:S:1:pos:R:3:forces:R:3 method="wB97M-V/def2-TZVPD" s_squared=2.008 relative_energy_kcal_mol=0.0 multiplicity=3 orbital_gap_ev="5.95 / 6.88"
Ti 0.778 0.276 -2.266 0.476 -0.873 -0.011
C -3.042 1.527 -4.031 0.044 -0.007 0.008
C -1.729 1.472 -3.330 -0.248 -0.174 0.089
N -1.126 0.400 -2.999 -0.387 0.280 -0.476
N -1.521 -0.858 -3.415 0.007 0.077 0.012
C -0.578 -1.324 -4.210 -0.124 -0.292 -0.092
N -0.721 -2.559 -4.732 -0.059 0.315 0.045
S 0.838 -0.397 -4.690 0.086 0.177 0.072
C -0.894 2.672 -3.121 0.137 0.135 0.023
C -1.328 3.961 -3.374 -0.002 -0.033 0.022
C -0.414 5.002 -3.290 0.029 0.010 0.013
C 0.898 4.725 -2.954 -0.025 0.043 0.001
C 1.253 3.410 -2.699 0.046 -0.070 0.098
N 0.388 2.406 -2.791 -0.180 0.330 0.131
H -3.466 0.528 -4.083 -0.003 0.001 0.003
H -2.911 1.910 -5.046 0.000 0.005 0.001
H -3.729 2.190 -3.504 -0.016 -0.002 -0.010
H -1.428 -3.152 -4.327 0.009 -0.006 0.021
H 0.124 -3.002 -5.065 -0.001 -0.093 0.004
H -2.358 4.146 -3.639 -0.006 -0.016 -0.006
H -0.728 6.019 -3.487 -0.002 -0.001 -0.004
H 1.640 5.507 -2.884 0.004 -0.004 0.006
H 2.258 3.141 -2.400 0.002 -0.003 -0.018
C -3.216 -2.610 4.603 0.003 0.006 0.001
C -2.590 -1.245 4.510 0.000 -0.014 0.007
C -2.885 -0.278 5.464 0.001 0.004 0.004
C -2.314 0.985 5.406 0.001 0.002 -0.003
C -1.438 1.289 4.380 -0.018 -0.006 -0.003
C -1.132 0.332 3.422 -0.026 -0.002 -0.012
N -0.218 0.680 2.382 0.053 -0.024 0.065
C 1.124 0.392 2.485 -0.043 -0.050 -0.051
C 1.695 0.055 3.723 0.019 0.008 0.024
C 3.044 -0.214 3.828 -0.043 0.009 -0.010
C 3.882 -0.161 2.716 0.040 -0.010 -0.013
C 3.339 0.170 1.496 0.029 0.037 0.018
C 1.975 0.445 1.358 -0.092 0.085 0.010
C 1.476 0.730 0.009 0.108 0.107 0.107
O 0.228 0.689 -0.282 0.082 0.050 0.003
O 2.285 0.954 -0.951 -0.080 0.025 -0.252
C -1.699 -0.944 3.471 0.033 0.013 -0.006
C -1.344 -1.994 2.453 0.003 -0.004 0.015
H -3.811 -2.701 5.510 0.000 -0.001 0.000
H -2.458 -3.395 4.613 -0.004 -0.004 0.003
H -3.870 -2.808 3.751 0.004 0.001 -0.003
H -3.572 -0.521 6.265 0.001 -0.003 -0.001
H -2.555 1.726 6.157 -0.001 0.000 0.000
H -0.977 2.266 4.304 0.001 -0.001 -0.002
H -0.571 0.669 1.436 -0.007 0.038 -0.005
H 1.064 0.007 4.599 -0.005 -0.003 -0.001
H 3.450 -0.477 4.797 0.001 0.000 0.001
H 4.936 -0.385 2.808 0.000 0.005 -0.002
H 3.953 0.211 0.606 -0.007 0.002 0.006
H -0.687 -2.749 2.893 -0.010 -0.009 0.006
H -0.829 -1.573 1.592 0.003 0.004 -0.002
H -2.235 -2.512 2.095 -0.002 0.007 -0.009
N 2.369 -3.282 -0.920 -0.029 0.064 -0.012
C 2.321 -2.283 -1.848 -0.069 -0.247 0.058
O 1.247 -1.557 -1.820 0.080 0.196 0.159
C 3.349 -2.116 -2.765 0.006 -0.133 -0.119
I 2.460 -4.228 -4.417 0.131 -0.008 -0.014
H 1.476 -3.521 -0.519 0.008 0.022 0.025
H 2.951 -4.072 -1.154 0.011 0.005 0.000
H 4.263 -2.677 -2.657 0.045 0.070 0.078
H 3.314 -1.296 -3.465 -0.017 -0.040 -0.001